[1]
The following is a quantum chemistry calculation of one molecule with the formula C7H13NO, from the Open Molecules 2025 dataset.

Calculated values
- LUMO: 0.943 eV
- Electronic energy: -11006.6571 eV
- Structure (SMILES): [H]/N=C(\OC(C)C)C(=C)C

The geometry in XYZ format:
```
22
C7H13NO, DFT ωB97M-V/def2-TZVPD
O 1.08 0.67 -0.32
N 0.00 1.59 -2.09
C 1.09 -0.18 0.83
C -1.84 1.09 0.68
C -1.40 0.63 -0.48
C -2.24 -0.18 -1.43
C -0.04 0.97 -1.01
C 0.62 -1.59 0.48
C 2.54 -0.18 1.32
H -2.84 0.88 1.02
H -1.73 -1.09 -1.74
H 0.81 -2.27 1.32
H -3.19 -0.44 -0.97
H 1.17 -1.95 -0.39
H -2.41 0.42 -2.32
H -0.44 -1.61 0.26
H 2.61 -0.78 2.23
H 0.45 0.24 1.60
H -1.24 1.73 1.31
H 2.86 0.83 1.54
H 3.19 -0.60 0.56
H 0.95 1.82 -2.40
```

[2]
The following is a quantum chemistry calculation of C2H4F3GdNO4S as an isolated structure at a distorted geometry, from the Open Molecules 2025 dataset.

Calculated values
- Spin multiplicity: 8
- LUMO (alpha / beta): -5.217 / -7.003 eV
- Electronic energy: -51630.2255 eV
- Net charge: +1

The geometry in XYZ format:
```
16
C2H4F3GdNO4S, DFT ωB97M-V/def2-TZVPD
Gd -0.86 -0.39 -1.41
S -0.28 -2.51 1.42
F 1.19 -0.52 2.45
F -0.58 0.13 1.42
F -0.73 -0.75 3.38
O -1.60 -2.96 1.86
O 0.92 -1.47 -0.52
O 0.89 -3.25 1.93
O 0.45 1.46 -1.88
N -0.23 -2.28 -0.15
C -0.07 -0.82 2.24
C -0.03 2.75 -2.26
H 1.40 1.40 -1.44
H -0.42 3.24 -1.37
H 0.80 3.34 -2.68
H -0.83 2.64 -3.00
```

[3]
The following is a quantum chemistry calculation of C30H47BrN2O5SiTi as an isolated structure at a distorted geometry, from the Open Molecules 2025 dataset.

Calculated values
- Spin multiplicity: 3
- LUMO (alpha / beta): 0.357 / 0.134 eV
- Electronic energy: -146130.7020 eV

The geometry in XYZ format:
```
87
C30H47BrN2O5SiTi, DFT ωB97M-V/def2-TZVPD
Br -0.05 -0.88 -1.48
Ti -1.14 1.15 -2.35
Si 1.76 -1.06 1.90
O -2.73 4.22 -3.48
O 0.15 2.53 -2.30
O 0.77 4.67 -2.19
O -2.80 2.08 -2.81
O -1.75 1.78 -0.25
N 0.06 0.53 -6.42
N -0.86 0.87 -4.47
C -2.47 3.78 -1.14
C 0.07 3.77 -1.82
C -2.81 -3.27 -1.87
C 2.43 -3.31 0.25
C 1.59 1.35 3.44
C -3.50 -1.18 -2.83
C -3.64 -1.52 -0.45
C -1.47 3.13 1.62
C 1.61 0.43 -4.46
C -2.97 3.09 1.25
C -3.83 -0.71 -1.56
C 3.27 -3.42 2.60
C 0.15 -1.71 2.75
C 3.50 1.19 1.91
C -2.68 3.39 -2.61
C 0.28 0.61 -5.09
C -0.82 2.77 0.29
C 0.34 -2.01 4.25
C -3.13 -2.80 -0.60
C -2.99 -2.46 -2.98
C -0.34 -2.99 2.06
C 4.32 -1.90 0.93
C 2.63 0.37 2.87
C -1.84 0.97 -5.45
C -0.98 -0.68 2.59
C -2.92 2.65 -0.21
C -0.96 3.93 -0.71
C -1.28 0.76 -6.66
C 2.98 -2.48 1.42
C 3.49 -0.13 4.04
H 4.96 -2.73 0.59
H 2.25 -2.68 -0.63
H -0.79 0.24 3.14
H 4.87 -1.38 1.72
H -2.98 -3.43 0.26
H -4.25 0.28 -1.46
H 3.68 -2.89 3.46
H -2.85 1.23 -5.19
H 2.12 2.20 3.90
H 1.50 -3.82 0.49
H 1.74 1.17 -3.67
H -0.48 -2.83 0.99
H -2.72 -2.83 -3.96
H -1.13 4.11 1.97
H -3.89 -1.15 0.54
H 2.37 -3.95 2.93
H -3.66 -0.55 -3.69
H -1.92 -1.10 2.97
H 4.00 -4.18 2.30
H 2.40 0.56 -5.20
H 4.18 -1.22 0.10
H -1.24 2.39 2.38
H 3.93 2.04 2.45
H 4.33 0.62 1.50
H -3.79 2.11 -0.56
H 0.17 2.32 0.35
H 3.93 0.73 4.57
H -1.69 0.77 -7.65
H 0.33 -3.83 2.20
H -0.78 4.89 -0.24
H -3.51 2.36 1.85
H -2.40 -4.27 -1.98
H 0.95 1.75 2.66
H -1.31 -3.27 2.48
H -0.60 -2.40 4.66
H 4.31 -0.76 3.71
H -3.47 4.06 1.35
H 1.70 -0.56 -4.01
H 2.92 1.59 1.08
H 3.16 -4.07 -0.03
H 0.61 -1.13 4.82
H 2.90 -0.70 4.77
H 0.77 0.36 -7.10
H 1.11 -2.77 4.42
H 0.96 0.91 4.21
H -3.00 4.72 -0.97
H -1.14 -0.42 1.54
```

Record order is preserved below.
Relative energy (zero: lowest compared OMol25 entry of this formula, charge and spin): 1.0958, 0.0000, 1.0454 eV